# 1
DFT (ωB97M-V/def2-TZVPD) results for a structure of composition C6H33O12 in a non-equilibrium geometry.

Values from the calculation:
gap between HOMO and LUMO	8.8342	eV
energy relative to the best compared isomer or geometry (same formula, charge and spin)	281.36	kJ/mol
total charge	-1
HOMO energy	-0.223	Eh
E	-31328.646	eV
lowest unoccupied orbital energy	2.77	eV

Each line ends with the natural charge from an NBO analysis.
Element x y z (Å)
C (1.0854, 1.5873, -1.3714)  -0.05
O (1.1209, 0.5579, -2.3532)  -0.92
C (-0.1759, 2.4571, -1.3315)  -0.43
C (-1.3226, 1.8695, -0.5159)  -0.46
C (-1.8901, 2.8055, 0.5183)  0.03
C (-1.3924, 2.9262, 1.7445)  -0.43
C (-3.2418, 3.4360, 0.2501)  -0.66
H (1.8803, 2.3148, -1.6196)  0.12
H (1.2742, 1.0964, -0.4134)  0.16
H (-0.5286, 2.5093, -2.3612)  0.21
H (0.0085, 3.5012, -1.0993)  0.20
H (-1.0624, 0.9780, 0.0670)  0.22
H (-2.1602, 1.5056, -1.1091)  0.22
H (-1.8445, 3.4365, 2.5767)  0.18
H (-0.4338, 2.5044, 1.9907)  0.22
H (-3.3502, 4.4463, 0.6285)  0.21
H (-4.0909, 2.7956, 0.5275)  0.21
H (-3.5191, 3.3770, -0.8083)  0.21
H (3.5390, -1.9017, 0.3368)  0.49
H (3.0080, -3.1075, -0.1579)  0.50
O (3.5635, -2.8286, 0.5901)  -0.97
H (2.3240, 0.2475, -4.0193)  0.50
H (3.1565, 1.3907, -3.5231)  0.47
O (3.1896, 0.6467, -4.1243)  -0.96
H (1.2552, 0.8304, 3.8786)  0.51
H (1.6630, 2.1843, 3.1129)  0.46
O (0.9565, 1.6431, 3.4576)  -0.99
H (1.1165, -1.8866, -0.0835)  0.50
H (0.7472, -2.7595, -1.2381)  0.47
O (0.7034, -2.7506, -0.2756)  -0.98
H (3.2284, -0.3870, -0.7655)  0.45
H (1.7315, -0.3485, -1.6435)  0.51
O (2.5124, -0.9502, -1.0594)  -1.12
H (-1.9000, -0.5293, 2.5495)  0.47
H (-2.3572, -0.9066, 1.1566)  0.48
O (-1.8463, -1.2318, 1.9004)  -0.95
H (-1.3660, 0.4589, -3.8784)  0.46
H (-0.3993, 0.2256, -2.7728)  0.52
O (-1.3597, 0.0063, -3.0264)  -1.03
H (-1.4397, -4.8387, 1.3084)  0.48
H (-1.5209, -3.5957, 2.3856)  0.50
O (-1.8859, -4.4050, 2.0243)  -0.98
H (0.8017, -1.3049, 3.1207)  0.49
H (2.0936, -1.5016, 3.7236)  0.51
O (1.3971, -0.8243, 3.6762)  -0.98
H (-2.7289, -1.1810, -3.0583)  0.51
H (-3.4170, -2.5650, -3.2037)  0.46
O (-3.5597, -1.6343, -3.2872)  -0.98
H (2.6522, -3.0888, 1.9995)  0.51
H (1.5961, -3.9754, 2.7101)  0.47
O (2.1882, -3.2354, 2.8654)  -1.02

# 2
DFT (ωB97M-V/def2-TZVPD) results for a structure of composition C20H26F5InNS5Se in a non-equilibrium geometry.

Values from the calculation:
gap between HOMO and LUMO	6.2337	eV
total charge	-1
HOMO energy	-0.159	Eh
E	-160935.354	eV
lowest unoccupied orbital energy	1.90	eV

Each line ends with the natural charge from an NBO analysis.
Element x y z (Å)
In (0.6226, -0.9212, -0.7993)  0.69
C (3.7803, 1.8617, -0.6895)  -0.53
C (2.6554, 2.3233, -1.5974)  -0.54
S (1.5361, 3.5057, -0.7625)  0.14
C (-0.1103, 2.9833, -1.3840)  -0.55
C (-1.2347, 3.7336, -0.7156)  -0.56
S (-2.0892, 2.8318, 0.7370)  0.81
C (-0.4877, 2.7116, 1.7427)  -0.60
C (-0.5933, 1.5840, 2.7374)  -0.57
S (0.3670, 0.0881, 2.3033)  0.22
C (2.0474, 0.4952, 2.8720)  -0.55
C (2.8766, 1.3757, 1.9550)  -0.53
S (3.3589, 0.4761, 0.4268)  0.18
H (4.1525, 2.6801, -0.0733)  0.22
H (4.5956, 1.4719, -1.3004)  0.23
H (2.0527, 1.4834, -1.9463)  0.25
H (3.0716, 2.8378, -2.4645)  0.23
H (-0.2020, 1.9037, -1.2172)  0.22
H (-0.1098, 3.1594, -2.4594)  0.27
H (-2.0529, 3.8928, -1.4166)  0.24
H (-0.9075, 4.6919, -0.3132)  0.22
H (-0.3711, 3.6835, 2.2188)  0.22
H (0.3216, 2.5583, 1.0385)  0.25
H (-1.6231, 1.2035, 2.7185)  0.27
H (-0.3197, 1.8850, 3.7474)  0.22
H (2.5245, -0.4795, 2.9782)  0.25
H (1.9535, 0.9618, 3.8540)  0.22
H (3.8042, 1.6482, 2.4674)  0.21
H (2.3491, 2.2817, 1.6611)  0.23
F (-2.5164, -7.1469, 0.8488)  -0.30
C (-1.5407, -6.2169, 0.8374)  0.23
C (-1.8424, -4.8816, 0.5978)  0.31
F (-3.1168, -4.5146, 0.3824)  -0.30
C (-0.8361, -3.9388, 0.5842)  0.27
F (-1.1893, -2.6409, 0.3545)  -0.33
C (0.5213, -4.2441, 0.7967)  -0.26
S (1.7622, -3.0843, 0.7775)  -0.44
C (0.7815, -5.6093, 1.0554)  0.30
F (2.0450, -5.9991, 1.2953)  -0.30
C (-0.2124, -6.5685, 1.0720)  0.27
F (0.0923, -7.8570, 1.3181)  -0.30
C (-4.6030, 1.0720, -0.8119)  -0.60
C (-3.8836, 0.7585, 0.5071)  -0.06
C (-4.6295, 1.4062, 1.6784)  -0.61
C (-3.8359, -0.7602, 0.7040)  -0.59
C (-2.4545, 1.2298, 0.4984)  -0.76
H (-5.5981, 0.6311, -0.8345)  0.19
H (-4.0326, 0.6717, -1.6463)  0.22
H (-4.6956, 2.1488, -0.9385)  0.19
H (-5.6356, 1.0024, 1.7681)  0.20
H (-4.6962, 2.4821, 1.5351)  0.20
H (-4.0988, 1.2205, 2.6099)  0.20
H (-4.8351, -1.1631, 0.8560)  0.20
H (-3.2184, -1.0087, 1.5647)  0.21
H (-3.3950, -1.2361, -0.1698)  0.22
H (-1.7702, 0.6504, -0.1117)  0.21
Se (-0.0421, 0.7108, -3.9158)  -0.46
C (0.0433, -0.0005, -5.5331)  0.03
N (0.1050, -0.4448, -6.5927)  -0.49

# 3
DFT (ωB97M-V/def2-TZVPD) results for a structure of composition C32H34ClN4O2PdSSi.

Values from the calculation:
gap between HOMO and LUMO (alpha / beta)	6.9025 / 6.9035	eV
energy relative to the best compared isomer or geometry (same formula, charge and spin)	96.89	kJ/mol
total charge	-1
HOMO energy (alpha / beta)	-0.157 / -0.157	Eh
E	-78509.841	eV
lowest unoccupied orbital energy (alpha / beta)	2.62 / 2.62	eV

Each line ends with the Mulliken charge.
Element x y z (Å)
Pd (-0.0189, 0.2421, 1.0161)  -0.39
O (0.2078, -2.3796, 1.8694)  -0.56
S (0.4699, -1.7301, 3.1815)  0.12
N (0.5142, -0.2630, 3.2627)  -0.38
Cl (2.7742, 4.4949, -3.6412)  -0.28
C (2.4886, 3.1445, -2.5643)  0.26
C (1.6024, 2.1513, -2.9445)  -0.81
C (1.3704, 1.0955, -2.0782)  -0.18
C (2.0074, 1.0194, -0.8394)  0.96
C (1.6848, -0.0799, 0.0924)  -2.29
C (2.8959, 2.0356, -0.4913)  -0.03
C (3.1400, 3.1000, -1.3443)  -0.56
H (1.0945, 2.2128, -3.8978)  0.43
H (0.6533, 0.3287, -2.3495)  0.30
H (2.4510, -0.2454, 0.8494)  0.49
H (1.4304, -1.0114, -0.4202)  0.61
H (3.3792, 2.0134, 0.4784)  0.28
H (3.8124, 3.8974, -1.0570)  0.44
C (-4.7368, 2.7628, -0.4414)  -0.76
C (-3.3282, 3.0371, -0.9298)  0.09
N (-2.4983, 1.8517, -0.8271)  0.23
C (-2.9467, 0.6006, -0.5338)  0.45
N (-2.0710, -0.3033, -0.2076)  -0.30
C (-2.5523, -1.6673, -0.0682)  -0.81
C (-3.9137, -1.7021, 0.6062)  -0.69
C (-4.8861, -0.8979, -0.2367)  -0.74
N (-4.3033, 0.3779, -0.6207)  0.21
C (-5.1965, 1.4427, -1.0359)  -0.85
H (-5.4042, 3.5749, -0.7357)  0.47
H (-4.7527, 2.6861, 0.6487)  0.19
H (-2.8616, 3.8396, -0.3541)  -0.23
H (-3.3698, 3.3776, -1.9720)  0.41
H (-1.5224, 2.0080, -0.5268)  -0.78
H (-1.8188, -2.2325, 0.5030)  0.33
H (-2.6334, -2.1455, -1.0572)  0.27
H (-3.8250, -1.2570, 1.6012)  0.22
H (-4.2825, -2.7230, 0.7260)  0.41
H (-5.8073, -0.6943, 0.3187)  0.43
H (-5.1704, -1.4710, -1.1293)  0.29
H (-6.1984, 1.1859, -0.6873)  0.46
H (-5.2459, 1.5195, -2.1309)  0.24
O (-0.1856, 2.3648, 0.4806)  2.49
Si (-0.0526, 3.5861, 1.4927)  -0.85
C (1.6688, 3.7880, 2.2331)  0.64
C (2.1601, 2.7885, 3.0824)  -0.21
C (3.4601, 2.8409, 3.5672)  -0.70
C (4.2956, 3.8958, 3.2175)  -0.50
C (3.8227, 4.8998, 2.3845)  -0.73
C (2.5201, 4.8417, 1.9002)  -0.31
C (-0.4557, 5.1895, 0.5711)  0.35
C (-1.0055, 6.3296, 1.1594)  -0.67
C (-1.2632, 7.4747, 0.4151)  -0.63
C (-0.9694, 7.5016, -0.9420)  -0.50
C (-0.4252, 6.3775, -1.5499)  -0.77
C (-0.1774, 5.2354, -0.7988)  0.41
C (-1.2632, 3.4028, 2.9306)  -0.01
C (-1.1744, 4.1597, 4.1015)  -0.33
C (-2.0822, 3.9965, 5.1395)  -0.71
C (-3.0980, 3.0558, 5.0298)  -0.61
C (-3.1958, 2.2812, 3.8826)  -0.83
C (-2.2874, 2.4582, 2.8467)  0.11
H (1.5306, 1.9440, 3.3493)  0.28
H (3.8211, 2.0508, 4.2154)  0.43
H (5.3114, 3.9339, 3.5938)  0.35
H (4.4672, 5.7266, 2.1074)  0.40
H (2.1681, 5.6264, 1.2374)  0.39
H (-1.2493, 6.3236, 2.2176)  0.31
H (-1.6952, 8.3461, 0.8939)  0.36
H (-1.1672, 8.3945, -1.5235)  0.34
H (-0.1909, 6.3874, -2.6081)  0.40
H (0.2329, 4.3519, -1.2782)  0.22
H (-0.3672, 4.8777, 4.2152)  0.40
H (-1.9897, 4.5921, 6.0405)  0.39
H (-3.8002, 2.9153, 5.8432)  0.36
H (-3.9713, 1.5278, 3.7978)  0.44
H (-2.3617, 1.8371, 1.9598)  0.34

# 4
DFT (ωB97M-V/def2-TZVPD) results for a structure of composition C3H11O4 in a non-equilibrium geometry.

Values from the calculation:
gap between HOMO and LUMO	6.8092	eV
energy relative to the best compared isomer or geometry (same formula, charge and spin)	502.78	kJ/mol
total charge	-1
HOMO energy	-0.146	Eh
E	-11475.570	eV
lowest unoccupied orbital energy	2.84	eV

Each line ends with the Mulliken charge.
Element x y z (Å)
C (-1.3780, 0.7047, 0.4422)  -0.03
C (-1.4908, -0.8020, 0.9209)  -0.46
O (-0.3058, -1.4005, 0.6337)  -0.93
C (-0.7601, 0.9199, -0.8722)  -0.03
O (1.5726, 2.1292, 0.5894)  -1.01
H (-0.0962, 0.7619, 0.1233)  0.18
H (-1.6553, 1.5885, 1.1857)  0.27
H (-1.5859, -0.8126, 2.0267)  0.28
H (-2.2970, -1.3267, 0.3701)  0.26
H (0.1284, -2.0902, -0.9425)  0.41
H (-0.4894, 0.1547, -1.5981)  0.15
H (-0.6309, 1.8836, -1.3501)  0.20
H (1.7339, 3.0674, 0.6594)  0.11
H (2.0308, 0.5120, 0.7059)  0.39
O (2.1538, -0.4277, 0.3342)  -0.75
H (1.2877, -1.7335, -1.7878)  0.33
H (1.2936, -0.8741, 0.4211)  0.39
O (0.4887, -2.2545, -1.8621)  -0.75

# 5
DFT (ωB97M-V/def2-TZVPD) results for the ion C12H15N2O with charge -1 in a non-equilibrium geometry.

Values from the calculation:
gap between HOMO and LUMO	5.2264	eV
energy relative to the best compared isomer or geometry (same formula, charge and spin)	199.15	kJ/mol
SMILES	C#CN(CCCC)c1ccccc1N[O-]
total charge	-1
HOMO energy	-0.069	Eh
E	-17710.081	eV
lowest unoccupied orbital energy	3.34	eV

Each line ends with the natural charge from an NBO analysis.
Element x y z (Å)
C (1.2246, 3.6290, 1.5392)  -0.42
C (0.7633, 2.5534, 1.1761)  0.23
N (0.4517, 1.3912, 0.7283)  -0.48
C (-0.9596, 1.2661, 0.3693)  -0.18
C (-1.4561, -0.1443, 0.2121)  -0.45
C (-2.8804, -0.1473, -0.1482)  -0.38
C (-3.2818, -1.6245, -0.4482)  -0.60
C (1.3279, 0.5164, -0.0165)  0.02
C (1.9785, 0.9247, -1.2363)  -0.20
C (2.7622, 0.0016, -1.9316)  -0.34
C (2.7884, -1.3226, -1.5148)  -0.20
C (2.2062, -1.6922, -0.4005)  -0.30
C (1.6266, -0.7576, 0.4971)  0.14
N (1.2010, -1.2008, 1.7513)  -0.25
O (1.2792, -2.4933, 2.1138)  -0.76
H (1.5270, 4.4021, 2.1894)  0.22
H (-1.5302, 1.9753, 1.0271)  0.19
H (-1.1456, 1.8588, -0.4758)  0.17
H (-1.2586, -0.7433, 1.1474)  0.23
H (-0.8224, -0.5980, -0.4880)  0.23
H (-3.2091, 0.5683, -0.9649)  0.18
H (-3.6188, 0.1841, 0.5786)  0.19
H (-2.5045, -1.9212, -1.1240)  0.21
H (-3.3317, -2.0179, 0.5763)  0.21
H (-4.3269, -1.6537, -0.9303)  0.19
H (1.4747, 1.8761, -1.5896)  0.20
H (3.3785, 0.2634, -2.7509)  0.19
H (3.3453, -1.8968, -2.2142)  0.19
H (2.2962, -2.6849, 0.0290)  0.25
H (0.6944, -0.5119, 2.2988)  0.33

# 6
DFT (ωB97M-V/def2-TZVPD) results for a cluster of 3 separate species, C2H3ClN3O in total in a non-equilibrium geometry.

Values from the calculation:
gap between HOMO and LUMO	7.5346	eV
energy relative to the best compared isomer or geometry (same formula, charge and spin)	53.78	kJ/mol
total charge	-1
HOMO energy	-0.156	Eh
E	-21162.476	eV
lowest unoccupied orbital energy	3.29	eV

Each line ends with the natural charge from an NBO analysis.
Element x y z (Å)
C (-1.0604, -0.4725, -0.8093)  0.35
C (-0.0533, 0.1401, 0.0541)  -0.76
N (-2.0143, -0.9166, -1.2577)  -0.46
N (-4.2433, 0.2809, -0.1452)  0.45
N (-4.7869, -0.5767, 0.3008)  -0.12
O (-3.9435, 1.2734, -0.6188)  -0.34
Cl (3.0951, -0.1074, -0.7556)  -0.93
H (-0.0525, -0.4369, 0.8776)  0.23
H (-0.5799, 1.1268, 0.2860)  0.23
H (0.9516, 0.1591, -0.5835)  0.34